(1)
Molecular formula: C3H6N3
Method: DFT, ωB97M-V with the def2-TZVPD basis set

Properties
**Lowest unoccupied orbital energy (alpha / beta)**: -3.7 / -9.0 eV
**HOMO energy (alpha / beta)**: -11.16 / -14.62 eV
**Energy relative to the best compared isomer or geometry (same formula, charge and spin)**: 19.4 kcal/mol
**Spin multiplicity**: 3
**Net charge**: +1

Each line ends with the Mulliken charge.
Element x y z (Å)
1 C -0.32359 -1.19697 -0.02535  -0.287
2 C 0.66915 -0.08043 -0.04176  0.481
3 C -1.64591 0.58023 -0.03763  -0.333
4 N -1.51797 -0.77380 -0.09679  -0.381
5 N -0.05090 1.04175 -0.04995  -0.117
6 N 1.97094 -0.35914 -0.03241  -0.308
7 H -0.17234 -2.22202 0.25133  0.372
8 H -2.28899 1.06110 -0.63567  0.385
9 H -1.84971 0.82019 1.02594  0.305
10 H 0.21585 2.03367 -0.22624  0.275
11 H 2.34533 -1.36711 -0.08280  0.311
12 H 2.64815 0.46253 -0.04869  0.297

---

(2)
Molecular formula: C6H10S
Method: DFT, ωB97M-V with the def2-TZVPD basis set

Properties
**SMILES**: CC/C(C)=C\C=S
**Lowest unoccupied orbital energy**: -0.6 eV
**HOMO energy**: -8.33 eV
**Energy relative to the best compared isomer or geometry (same formula, charge and spin)**: 72.5 kcal/mol
**Spin multiplicity**: 1
**Net charge**: 0

Each line ends with the Mulliken charge.
Element x y z (Å)
1 C 0.41617 -1.30320 -1.25288  -0.616
2 C 0.18363 -1.07809 0.25968  -1.109
3 C 0.22850 0.42703 0.48256  1.062
4 C 1.56968 0.82185 0.80702  -1.186
5 C -0.89495 1.25151 0.49919  -0.738
6 C -2.28175 0.87979 0.03360  -0.184
7 H -0.70878 -1.31060 -1.84221  0.164
8 H 1.04057 -2.34549 -1.45368  0.249
9 H 1.07071 -0.36839 -1.78316  0.218
10 H 0.89457 -1.50660 0.86614  0.417
11 H -0.72220 -1.51382 0.56977  0.476
12 H 1.54486 1.84328 1.15644  0.394
13 H 2.21092 0.55744 -0.09971  0.250
14 H 2.06095 0.30087 1.68403  0.284
15 H -0.71276 2.27660 0.77704  0.295
16 H -3.13608 1.58706 0.01286  0.303
17 S -2.76405 -0.51925 -0.71668  -0.280

---

(3)
Molecular formula: C2H4CdF3O4S
Method: DFT, ωB97M-V with the def2-TZVPD basis set

Properties
**Lowest unoccupied orbital energy**: -6.0 eV
**HOMO energy**: -14.85 eV
**Spin multiplicity**: 1
**Net charge**: +1

Each line ends with the Mulliken charge.
Element x y z (Å)
1 Cd -0.95171 1.29597 -2.44086  1.048
2 O -2.25472 0.14073 -2.99742  -0.804
3 S 0.93652 -0.29596 -0.29309  1.067
4 O 0.20205 0.79945 -0.96011  -0.280
5 O 1.75718 -1.20288 -1.04553  -0.504
6 C 2.04330 0.63906 0.89769  0.685
7 F 1.30151 1.41421 1.65496  -0.189
8 F 2.69578 -0.23601 1.62284  -0.171
9 F 2.87283 1.36424 0.18442  -0.175
10 H -2.62757 -0.66433 -2.56168  0.299
11 O -0.04275 -1.16072 0.65148  -0.255
12 C -1.26468 -0.60840 1.22121  -0.521
13 H -1.08491 0.36509 1.68653  0.326
14 H -2.00573 -0.49783 0.42352  0.230
15 H -1.57713 -1.35261 1.95604  0.242

---

(4)
Molecular formula: C43H42N11O2Pt
Method: DFT, ωB97M-V with the def2-TZVPD basis set

Properties
**Lowest unoccupied orbital energy (alpha / beta)**: -4.0 / -5.3 eV
**HOMO energy (alpha / beta)**: -9.93 / -9.95 eV
**Spin multiplicity**: 3
**Net charge**: +1

Each line ends with the Mulliken charge.
Element x y z (Å)
1 Pt -1.16580 0.03746 -1.18549  2.169
2 C 3.48730 0.19766 -4.28359  -0.880
3 C 2.12750 0.01816 -4.50429  -0.886
4 C 1.23460 0.11596 -3.45989  -0.272
5 C 1.68650 0.39146 -2.15929  0.810
6 C 3.06050 0.61236 -1.95519  -0.515
7 C 3.94220 0.50846 -3.00869  -0.945
8 N 0.80350 0.40746 -1.11669  0.310
9 N 1.28130 0.68926 0.08011  0.615
10 C 0.43460 0.52046 1.08461  -0.030
11 C 0.79300 0.64056 2.44631  -0.995
12 C -0.10270 0.29376 3.42211  -0.785
13 C -1.37700 -0.15424 3.05671  -0.934
14 C -1.70690 -0.18814 1.72211  0.678
15 N -0.84520 0.15206 0.77341  -0.045
16 H 4.18460 0.09436 -5.10049  0.430
17 H 1.76280 -0.19094 -5.49899  0.484
18 H 0.17640 -0.01154 -3.63599  0.194
19 H 3.39680 0.85406 -0.95819  0.220
20 H 4.99780 0.65726 -2.83669  0.497
21 H 1.76930 1.00476 2.69481  0.531
22 H 0.17630 0.35456 4.46251  0.533
23 H -2.10040 -0.45084 3.79521  0.490
24 H -2.68880 -0.48534 1.38891  -0.333
25 C 1.46350 5.18586 -0.32259  -0.954
26 N 0.74670 4.13866 -0.99979  1.105
27 C -0.21460 3.32226 -0.55579  -0.380
28 N -0.66490 2.58046 -1.55409  -0.281
29 C 0.05550 3.01156 -2.61639  -0.548
30 N 0.91410 3.94616 -2.30819  -1.107
31 C 2.15180 4.78636 0.95981  0.251
32 C 2.24660 5.75356 1.95551  -0.962
33 C 2.93050 5.49186 3.13021  -0.858
34 C 3.50970 4.25536 3.32501  -1.005
35 C 3.40200 3.26716 2.34191  0.175
36 C 2.72570 3.53686 1.15201  0.923
37 C 3.94950 1.96896 2.68321  0.276
38 N 4.39770 1.68186 3.87321  -0.385
39 N 4.67570 0.38266 3.90121  -0.621
40 C 4.39550 -0.10644 2.72831  0.497
41 O 3.94400 0.86546 1.88781  -0.020
42 C 4.38240 -1.51984 2.42021  0.122
43 C 4.60820 -2.42184 3.46331  -0.801
44 C 4.45520 -3.77574 3.24211  -0.838
45 C 4.04060 -4.24034 2.00251  -0.853
46 C 3.84060 -3.35374 0.95291  0.411
47 C 3.33610 -3.85874 -0.37749  -0.969
48 N 1.93910 -3.52484 -0.53379  1.248
49 C 1.40340 -2.30734 -0.46509  0.166
50 N 0.10080 -2.36774 -0.66479  0.097
51 C -0.11720 -3.69214 -0.84479  -0.414
52 N 0.97410 -4.41254 -0.77209  -1.173
53 C 4.04580 -1.99554 1.15741  0.253
54 H 0.77020 6.00796 -0.11279  0.442
55 H 2.20690 5.55796 -1.03469  0.290
56 H -0.55900 3.29736 0.45831  0.581
57 H -0.06020 2.64086 -3.61349  0.581
58 H 1.78110 6.71776 1.80411  0.438
59 H 3.00380 6.25426 3.89051  0.419
60 H 4.03610 4.02146 4.23531  0.583
61 H 2.63340 2.76926 0.39751  0.523
62 H 4.89340 -2.03804 4.42971  0.559
63 H 4.63500 -4.47604 4.04281  0.422
64 H 3.87300 -5.29674 1.85121  0.440
65 H 3.41460 -4.94374 -0.44429  0.414
66 H 3.90070 -3.39974 -1.19719  0.244
67 H 1.97910 -1.43714 -0.25809  -0.604
68 H -1.08660 -4.11144 -1.02669  0.567
69 H 3.94770 -1.29194 0.34521  0.733
70 C -5.15530 -0.30104 2.54411  -1.580
71 C -5.19910 0.07816 1.05881  0.462
72 C -6.54430 0.73826 0.73531  -1.560
73 C -5.01420 -1.10744 0.14851  0.019
74 C -5.79230 -2.23734 0.27081  -0.125
75 C -5.67570 -3.29184 -0.62339  -1.379
76 C -4.81840 -3.17964 -1.71359  -0.858
77 C -4.01370 -2.07414 -1.88949  0.340
78 C -3.34810 -1.84784 -3.22599  0.514
79 C -4.22260 -0.84264 -3.98739  -1.649
80 C -1.89260 -1.37684 -3.23389  -1.247
81 C -4.03100 -1.03914 -0.89939  0.947
82 O -3.23580 -0.03024 -0.92529  -1.250
83 H -4.92100 0.57536 3.14281  0.401
84 H -4.40470 -1.06294 2.74271  0.360
85 H -6.12170 -0.68054 2.86491  0.418
86 H -4.40930 0.80456 0.83891  0.393
87 H -7.35600 0.02986 0.88211  0.327
88 H -6.56850 1.07656 -0.29729  0.383
89 H -6.70190 1.59176 1.39021  0.442
90 H -6.51290 -2.30004 1.07031  0.430
91 H -6.28560 -4.17394 -0.50299  0.411
92 H -4.80700 -3.96224 -2.45799  0.452
93 H -3.36590 -2.80184 -3.76649  0.679
94 H -4.18010 0.13456 -3.50839  0.335
95 H -5.25720 -1.17514 -3.99449  0.401
96 H -3.88250 -0.74884 -5.01529  0.442
97 H -1.79590 -0.32484 -2.80709  0.263
98 H -1.56800 -1.31274 -4.27379  0.683
99 H -1.25400 -2.09754 -2.72019  0.217

---

Taking the records one at a time from the top gives total energy values of -281.7317; -632.6940; -1244.7176; -2535.5889 Eh.
Taking the records one at a time from the top gives strongest force on any atom values of 7.2; 4.0; 4.9; 3.8 eV/A.